# C18H22N2O3

The molecule C18H22N2O3 (the ωB97M-V functional and the def2-TZVPD basis, the OMol25 dataset).

Last column: Löwdin charge in e.
CARTESIAN COORDINATES (ANGSTROEM)
C -4.5584 -1.9007 1.9226  -0.03
O -3.8753 -1.0217 0.9861  -0.02
C -2.7451 -0.5297 1.4699  -0.61
O -2.3997 -0.5715 2.6491  0.07
N -2.0036 0.0556 0.5219  0.13
C -0.6209 0.5259 0.7129  -0.24
C -0.6233 1.8974 1.4243  -0.06
C 0.7978 2.3857 1.5473  -0.16
C 1.4590 3.1789 2.4360  0.03
N 2.8332 3.2233 2.0979  -0.03
O 3.8764 3.9865 2.7419  -0.10
C 3.8475 5.3500 2.3287  -0.08
C 3.0252 2.3908 0.9881  -0.15
C 4.1265 2.0484 0.2357  -0.01
C 3.9064 1.2286 -0.8987  -0.07
C 2.6115 0.7812 -1.2366  -0.03
C 1.4998 1.0821 -0.4148  -0.12
C 1.7523 1.9451 0.6404  -0.13
C 0.1017 0.5804 -0.6627  -0.20
C 0.0134 -0.7003 -1.5032  -0.03
C 0.3936 -1.9845 -1.1053  -0.28
C 0.1690 -3.1560 -2.0408  -0.07
C 1.0332 -2.3231 0.2526  -0.03
H -5.5179 -2.1934 1.4725  0.09
H -4.7707 -1.3762 2.8365  0.08
H -3.9608 -2.7995 2.1547  0.10
H -2.2629 -0.0650 -0.4456  0.14
H -0.1103 -0.2059 1.3457  0.14
H -1.0834 1.7939 2.4186  0.13
H -1.2364 2.5721 0.8162  0.13
H 0.9975 3.7302 3.2625  0.13
H 2.8792 5.8457 2.5365  0.09
H 4.0776 5.4402 1.2452  0.09
H 4.6434 5.8866 2.8348  0.08
H 5.1281 2.3830 0.5720  0.12
H 4.7390 0.8776 -1.4730  0.09
H 2.4803 0.1487 -2.0991  0.10
H -0.4072 1.3554 -1.2574  0.15
H -0.3932 -0.5514 -2.4958  0.10
H -0.5639 -3.8456 -1.5583  0.10
H 1.1226 -3.6386 -2.2318  0.07
H -0.1345 -2.7920 -2.9948  0.06
H 1.5825 -1.5069 0.6601  0.06
H 1.7043 -3.1592 0.1333  0.07
H 0.2796 -2.5592 0.9867  0.08

Forces on the atoms, in the same order (eV/Å):
C -0.2210 -0.2213 -0.4396
O -1.1550 -1.1697 0.2042
C 1.3613 0.4828 1.7252
O -0.4332 -0.2407 -0.7917
N 0.8682 0.5996 -1.3483
C -0.6287 -0.2496 0.2855
C 0.2571 -0.0717 0.2544
C -0.6294 0.7205 1.0500
C -0.0385 0.6433 0.5676
N 0.2461 0.2249 0.1448
O -1.6131 -1.1715 -0.5338
C -0.3915 0.4358 -1.2263
C -0.0210 1.2324 0.4038
C 1.1425 -0.4525 -0.6146
C -0.6403 0.6685 1.3040
C -0.4607 0.1976 0.9917
C 1.9753 -0.2456 -1.5000
C 0.0303 -1.2356 -0.7181
C -0.3418 -0.1291 0.0454
C 0.9831 -2.3180 1.6226
C -0.6070 2.5872 -0.4810
C 0.1759 0.3566 1.2673
C -0.7480 0.2684 -1.3080
H 0.5246 0.1689 -0.1366
H 0.0725 0.2443 0.3855
H -0.1333 0.4932 -0.2397
H -0.2830 -0.1635 0.1896
H -0.0104 0.1510 0.0361
H 0.0051 -0.0123 -0.4045
H 0.0380 0.0561 0.1217
H 0.7390 -0.1842 -0.2517
H 0.4226 -0.3830 -0.0129
H -0.3226 -0.1691 0.4714
H 0.0531 -0.2802 0.4214
H -0.6587 -0.3353 -0.5211
H 0.3415 0.0634 -0.2814
H 0.0060 -0.1578 -0.0922
H -0.0424 -0.0295 0.1336
H -0.0472 -0.2594 -0.0722
H 0.5769 0.2456 -0.6708
H 0.0923 -0.4931 0.2731
H -0.7722 0.1055 -0.6779
H 0.5385 0.7570 0.1494
H 0.1595 -0.3618 0.0326
H -0.4105 -0.3680 0.2414

## Properties
orbital gap = 8.42 eV
SMILES = COC(=O)N[C@@H]1Cc2cn(OC)c3cccc(c23)[C@H]1C=C(C)C
E = -1034.26344 hartree
HOMO = -7.66 eV
net charge = 0
energy above the lowest of the compared OMol25 structures with the same formula, charge and spin = 86.3 kcal per mole

=====

# C4H4O2Rb

A structure of composition C4H4O2Rb (the ωB97M-V functional and the def2-TZVPD basis, the OMol25 dataset).

Last column: Löwdin charge in e.
CARTESIAN COORDINATES (ANGSTROEM)
O -0.3283 1.9710 3.3001  0.06
C -1.0565 1.5193 2.4064  -0.28
C -0.0867 0.5438 2.1535  0.10
H -2.0654 1.8372 2.1161  0.14
H -0.2078 -0.3403 2.8002  0.05
C -1.7384 -1.0267 -3.3765  0.02
C -0.4518 -0.9827 -3.1402  -0.27
O 0.5923 -0.7449 -2.6587  0.11
Rb 2.9838 0.6122 0.1489  0.90
H -2.0264 -0.3985 -4.2377  0.08
H -2.3044 -1.9114 -3.0861  0.08

Forces on the atoms, in the same order (eV/Å):
O 0.1388 0.2425 -0.0765
C -0.1338 -0.8483 0.1689
C -0.0083 0.2354 -0.0083
H 0.3358 0.1110 -0.0521
H -0.0987 0.2432 -0.2025
C -0.0138 -0.2424 -1.4496
C 0.4626 0.8929 1.9468
O -0.2505 -0.5258 -0.8797
Rb -0.3210 -0.0334 0.0620
H -0.2010 -0.4358 0.6058
H 0.0900 0.3607 -0.1149

## Properties
orbital gap = 8.47 eV
E = -328.99085 hartree
HOMO = -12.20 eV
net charge = +1
energy above the lowest of the compared OMol25 structures with the same formula, charge and spin = 37.3 kcal per mole

=====

# C23H44FeNP3S

A structure of composition C23H44FeNP3S (the ωB97M-V functional and the def2-TZVPD basis, the OMol25 dataset).

Last column: Löwdin spin population.
CARTESIAN COORDINATES (ANGSTROEM)
Fe 0.4932 -0.0954 -1.4092  3.45
P -1.3807 -0.9724 -2.1239  0.08
P 0.6063 -1.9003 0.0263  0.11
P 1.9681 -0.7619 -2.8188  0.07
H 1.9840 3.3686 -0.5185  0.00
C 1.9384 2.8172 -1.4644  0.01
C 0.7087 2.7845 -2.0513  0.02
H 0.1328 3.7237 -1.9226  0.00
C -2.9335 -0.6891 -1.1926  0.02
C -1.6705 -2.7339 -2.6067  0.00
C -1.7858 -0.1338 -3.7138  0.04
C 1.8187 -1.5298 1.3563  0.03
C -0.8123 -2.4782 1.0769  0.02
C 1.2088 -3.5567 -0.5428  0.01
C 2.2822 0.5735 -4.0405  0.04
C 1.7834 -2.2078 -3.9823  0.01
C 3.6043 -1.0567 -2.0278  0.02
H 2.9191 2.5620 -1.8445  0.00
H 0.3289 2.1637 -2.8759  0.01
H -3.0681 0.3929 -1.0349  0.00
H -2.9053 -1.2046 -0.2196  0.00
H -3.7730 -1.0957 -1.7822  0.00
H -1.7359 -3.3834 -1.7202  0.00
H -0.8777 -3.0925 -3.2784  0.00
H -2.6240 -2.7896 -3.1545  0.00
H -1.9631 0.9267 -3.5006  0.00
H -2.6929 -0.5948 -4.1139  0.01
H -0.9679 -0.2688 -4.4308  0.00
H 1.7748 -2.3343 2.1016  0.01
H 1.5381 -0.5759 1.8192  0.00
H 2.8324 -1.4506 0.9428  0.00
H -0.4231 -3.1764 1.8273  0.00
H -1.5852 -2.9747 0.4796  0.00
H -1.2445 -1.6219 1.6039  0.00
H 1.3511 -4.1807 0.3502  0.00
H 2.1566 -3.4755 -1.0859  0.00
H 0.4729 -4.0239 -1.2073  0.00
H 3.2402 0.3538 -4.5125  0.01
H 2.2606 1.5955 -3.6127  0.00
H 1.4880 0.4844 -4.7891  0.00
H 2.6648 -2.3330 -4.6284  0.00
H 0.8953 -2.0743 -4.6170  0.00
H 1.6587 -3.1328 -3.4091  0.00
H 4.4075 -0.9183 -2.7618  0.00
H 3.6502 -2.0696 -1.6098  0.00
H 3.7320 -0.3472 -1.1997  0.00
C -0.2344 3.3271 0.9444  0.00
C 0.7550 2.3884 1.1861  0.01
C 1.7794 2.6513 2.0688  0.00
C 1.8151 3.8542 2.8090  0.00
C 0.8497 4.8158 2.5188  0.00
C -0.1811 4.5828 1.6036  0.00
S -1.5365 2.8112 -0.1070  0.01
H -2.3413 3.8640 -0.2082  0.00
H 0.7597 1.5045 0.5175  0.01
H 2.5360 1.9051 2.2179  0.00
H 2.6046 4.0364 3.5359  0.00
H 0.8575 5.7722 3.0675  0.00
H -0.9533 5.2772 1.2549  0.00
N -1.4148 1.4726 2.9282  0.30
C -1.8240 0.4330 3.6694  0.13
C -1.1402 0.0854 4.8559  0.12
C -1.5783 -0.9912 5.5899  0.01
C -2.7557 -1.6827 5.2415  0.25
C -3.4340 -1.3562 4.0501  0.01
C -3.0048 -0.2689 3.2883  0.14
H -1.9624 1.8415 2.1469  0.01
H -0.6858 2.1145 3.3040  0.00
H -0.2879 0.7101 5.1704  0.00
H -1.0469 -1.2560 6.5112  0.00
H -3.0924 -2.5427 5.8495  0.01
H -4.3414 -1.9066 3.7677  0.00
H -3.5980 0.0450 2.4377  0.00

Forces on the atoms, in the same order (eV/Å):
Fe -0.4551 2.1585 1.6280
P -3.5707 -0.7254 -1.8267
P 0.6917 -2.2313 2.4703
P 3.0524 -1.1488 -2.8662
H 0.2669 0.4791 -0.8570
C -0.9170 0.4211 -0.0166
C 0.8783 1.1619 -0.6076
H -0.2486 -1.3543 0.6513
C -0.0022 0.1457 0.2080
C 0.5868 -0.0850 0.0959
C 0.1789 -0.0895 0.3380
C -0.0637 0.1650 -0.1555
C 0.0523 0.4880 -0.3015
C -0.0703 0.4014 -0.4357
C -0.2707 0.2420 0.2480
C -0.3340 0.1003 0.4853
C -0.2384 0.1253 0.0889
H -0.1609 -1.2536 0.0226
H 0.7694 0.3895 -0.1922
H -0.0706 -0.4235 -0.0015
H -0.0534 0.2462 -0.3328
H 0.2905 0.2432 0.2520
H 0.0478 0.1751 -0.3782
H -0.2125 0.0062 0.2694
H 0.2804 0.1548 0.2591
H 0.0549 -0.1386 -0.2844
H 0.0591 0.1825 -0.0340
H -0.2001 0.1740 0.0735
H 0.1434 0.2275 -0.1424
H 0.1644 -0.1779 0.0582
H -0.2271 -0.0142 0.1715
H -0.0142 0.0712 -0.2579
H 0.1660 0.1132 0.1857
H -0.0583 -0.1240 -0.0827
H -0.0547 0.1897 -0.2414
H -0.1957 -0.0631 0.2061
H 0.1555 0.0377 0.1929
H -0.0150 0.1795 -0.0648
H 0.1934 -0.7773 -0.3854
H 0.1520 0.1750 -0.0095
H -0.1736 0.2942 0.2769
H 0.2795 0.0210 0.1583
H 0.0119 0.1283 -0.1094
H -0.1435 -0.1073 0.2096
H 0.0750 0.2232 -0.1746
H 0.1273 -0.0850 -0.2371
C 0.1588 1.3737 0.8893
C -0.1595 -0.3123 -0.7237
C 0.1160 0.4756 0.9246
C -0.2885 -0.6875 -0.9090
C -0.5098 0.8939 0.5523
C -0.1803 -1.2915 -1.1325
S -0.6123 -0.9438 0.0479
H 0.0306 0.4973 0.1714
H 0.0926 0.1860 0.8514
H 0.3656 -0.1684 0.0857
H -0.2275 0.0001 -0.2043
H 0.0795 -0.5122 -0.4320
H 0.4967 0.2472 0.8247
N 0.3187 0.4784 1.1362
C -0.5515 0.9534 -0.6432
C 0.5957 -0.2365 0.6003
C 0.3531 0.5153 0.7196
C 0.2162 -0.8432 -0.2928
C -0.2222 0.8990 -0.4402
C -0.6015 -1.4587 0.5682
H 0.1282 -0.2565 0.1575
H -0.6792 -0.7824 -0.4992
H -0.3980 -0.5405 -0.1214
H -0.2616 0.0698 -0.4033
H 0.1682 0.7202 -0.3339
H 0.4603 0.3306 0.1430
H 0.1843 0.0717 -0.0913

## Properties
orbital gap (spin up / spin down) = 7.71 / 5.59 eV
spin multiplicity = 6
E = -3642.44094 hartree
HOMO (spin up / spin down) = -16.49 / -16.50 eV
net charge = +3
energy above the lowest of the compared OMol25 structures with the same formula, charge and spin = 0.0 kcal per mole

=====

# C7H12IN4

A cluster of 2 separate species, C7H12IN4 in total (the ωB97M-V functional and the def2-TZVPD basis, the OMol25 dataset).

Last column: Löwdin charge in e.
CARTESIAN COORDINATES (ANGSTROEM)
C 1.9931 1.6452 0.3342  -0.04
C 1.2092 1.5029 1.5348  0.00
C 1.7032 0.9054 -0.7733  -0.04
C 0.4335 0.3627 1.6628  0.00
C -1.2160 1.1195 -1.1637  -0.31
C 0.8371 -0.1658 -0.6304  -0.02
C -0.3462 -2.4492 -0.2741  -0.08
N 0.2921 -0.4548 0.6170  -0.07
N -2.0946 0.1877 -1.1882  -0.26
N -0.4870 -1.4992 0.7584  -0.03
N -1.1501 2.1708 -0.3286  0.13
I -3.5858 -0.0336 0.4990  0.62
H 2.7534 2.4032 0.2057  0.12
H 1.4563 2.2615 2.3501  0.15
H 2.3163 1.1779 -1.5925  0.12
H 0.0039 0.1645 2.5320  0.10
H 0.7574 -0.8549 -1.4591  0.13
H -0.5750 -2.0995 -1.2499  0.07
H 0.5421 -3.0307 -0.2833  0.11
H -1.0437 -3.1404 -0.1944  0.06
H -2.6113 -0.0698 -2.0130  0.06
H -1.4390 -1.3820 0.9961  -0.01
H -0.3956 2.8197 -0.2514  0.09
H -1.9964 2.6525 -0.0674  0.09

Forces on the atoms, in the same order (eV/Å):
C -1.3910 0.8308 1.4693
C 2.2936 0.6749 -0.4169
C 0.4515 -0.4698 1.6783
C 2.6315 3.0718 -2.9232
C 0.1569 1.5232 -0.6432
C 0.5899 0.3342 0.4660
C 1.4640 0.8874 -0.8694
N 1.3982 2.2884 -2.1216
N -0.2060 0.8543 1.1672
N 0.3061 -3.3431 0.1562
N -0.8321 -1.1392 -0.3880
I -0.4625 0.2269 0.0867
H -0.0754 0.2001 0.4909
H -0.8566 -1.5580 -0.8841
H -0.1093 -0.5844 -1.3417
H -2.1437 -1.3703 3.4288
H -0.4143 0.0476 0.5132
H 0.0964 0.7079 -1.0686
H 1.3302 0.0347 0.1639
H -3.5425 -3.2657 1.1109
H 0.4205 -0.2890 -0.3794
H -1.1309 1.1270 0.5374
H 0.8070 -0.2142 -0.7297
H -0.7817 -0.5756 0.4973

## Properties
orbital gap (spin up / spin down) = 7.28 / 7.28 eV
E = -790.25195 hartree
HOMO (spin up / spin down) = -11.58 / -11.58 eV
net charge = +1
energy above the lowest of the compared OMol25 structures with the same formula, charge and spin = 11.3 kcal per mole

=====

Max |F|: 3.00 2.19 4.34 4.99 (eV/Å)